(1)
This record from the OMol25 dataset describes a cluster of 2 separate species, C3H4O3 in total at a distorted geometry. The level of theory is wB97M-V/def2-TZVPD.

```
! wB97M-V def2-TZVPD RIJCOSX def2/J DEFGRID3
* xyz 0 1
C -1.33 0.05 -0.67
C -2.02 -0.53 0.30
C 1.21 0.41 0.33
O -0.80 0.51 -1.62
O 1.94 0.25 1.40
O 1.84 0.23 -0.80
H -2.89 -0.07 0.74
H -1.87 -1.43 0.77
H 2.88 0.17 0.99
H 1.06 0.41 -1.44
*
```

Results
**Gap between HOMO and LUMO**: 9.46 eV
**ΔE to the lowest compared entry with this formula, charge and spin**: 86.4 kcal per mole
**Calculated total energy**: -9314.9522 eV
**Molecular weight**: 88.06 Da
**LUMO energy**: 0.751 eV

***

(2)
This record from the OMol25 dataset describes a structure of composition C6H11IN2 at a distorted geometry. The level of theory is wB97M-V/def2-TZVPD.

```
! wB97M-V def2-TZVPD RIJCOSX def2/J DEFGRID3
* xyz 0 1
C -0.18 -0.90 -0.97
C 1.41 -1.00 0.25
C -0.08 -0.35 0.43
C -1.35 -0.96 -1.93
C 2.62 -0.07 0.27
C -0.24 1.11 0.73
N 0.97 -1.40 -1.13
N -1.03 -1.17 1.22
I -0.67 -1.51 3.24
H 1.63 -1.80 0.85
H -1.29 0.01 -2.55
H -2.25 -0.96 -1.32
H -1.22 -1.87 -2.55
H 2.43 1.04 -0.03
H 3.48 -0.52 -0.30
H 3.03 0.05 1.24
H 0.14 1.29 1.79
H -1.27 1.54 0.57
H 0.41 1.83 0.29
H -1.96 -0.88 1.01
*
```

Results
**Gap between HOMO and LUMO**: 8.50 eV
**ΔE to the lowest compared entry with this formula, charge and spin**: 53.0 kcal per mole
**Calculated total energy**: -17478.8012 eV
**Molecular weight**: 238.07 Da
**LUMO energy**: -0.177 eV

***

(3)
This record from the OMol25 dataset describes the molecule C2H3NO2. The level of theory is wB97M-V/def2-TZVPD.

```
! wB97M-V def2-TZVPD RIJCOSX def2/J DEFGRID3
* xyz 0 1
O -1.51 0.46 1.17
C -0.50 0.90 0.71
N 0.46 0.15 0.02
C 0.19 -1.04 -0.67
O -0.90 -1.53 -0.79
H -0.23 1.97 0.77
H 1.37 0.56 -0.15
H 1.12 -1.48 -1.05
*
```

Results
**Gap between HOMO and LUMO**: 10.69 eV
**ΔE to the lowest compared entry with this formula, charge and spin**: 7.6 kcal per mole
**Calculated total energy**: -7707.5138 eV
**Molecular weight**: 73.05 Da
**LUMO energy**: 0.556 eV